(w)
{"formula": "C36H96O36S12", "method": "ωB97M-V/def2-TZVPD", "elements": ["C", "C", "O", "S", "C", "O", "O", "H", "H", "H", "H", "H", "H", "H", "H", "C", "C", "O", "S", "C", "O", "O", "H", "H", "H", "H", "H", "H", "H", "H", "C", "C", "O", "S", "C", "O", "O", "H", "H", "H", "H", "H", "H", "H", "H", "C", "C", "O", "S", "C", "O", "O", "H", "H", "H", "H", "H", "H", "H", "H", "C", "C", "O", "S", "C", "O", "O", "H", "H", "H", "H", "H", "H", "H", "H", "C", "C", "O", "S", "C", "O", "O", "H", "H", "H", "H", "H", "H", "H", "H", "C", "C", "O", "S", "C", "O", "O", "H", "H", "H", "H", "H", "H", "H", "H", "C", "C", "O", "S", "C", "O", "O", "H", "H", "H", "H", "H", "H", "H", "H", "C", "C", "O", "S", "C", "O", "O", "H", "H", "H", "H", "H", "H", "H", "H", "C", "C", "O", "S", "C", "O", "O", "H", "H", "H", "H", "H", "H", "H", "H", "C", "C", "O", "S", "C", "O", "O", "H", "H", "H", "H", "H", "H", "H", "H", "C", "C", "O", "S", "C", "O", "O", "H", "H", "H", "H", "H", "H", "H", "H"], "coordinates": [[-0.14, -6.99, 0.66], [-0.63, -5.57, 0.82], [-1.41, -5.12, -0.28], [-0.83, -4.41, -1.66], [-0.65, -5.89, -2.69], [-1.90, -3.57, -2.22], [0.50, -3.92, -1.39], [0.15, -7.43, 1.61], [0.77, -7.02, 0.06], [-0.90, -7.56, 0.13], [-1.25, -5.51, 1.71], [0.16, -4.83, 1.02], [0.33, -6.26, -2.39], [-0.64, -5.39, -3.66], [-1.52, -6.52, -2.53], [-9.26, 2.28, -1.19], [-10.57, 1.78, -0.53], [-10.34, 0.55, 0.19], [-11.58, -0.31, 0.95], [-12.82, -0.49, -0.39], [-11.06, -1.66, 1.27], [-12.19, 0.48, 2.00], [-8.74, 2.76, -0.36], [-9.32, 3.03, -1.97], [-8.74, 1.41, -1.59], [-10.88, 2.64, 0.07], [-11.22, 1.70, -1.40], [-12.24, -0.80, -1.26], [-13.38, 0.42, -0.60], [-13.38, -1.37, -0.06], [-4.38, 8.01, -8.02], [-3.41, 6.78, -8.01], [-2.98, 6.47, -6.67], [-4.09, 5.98, -5.57], [-3.53, 4.29, -5.43], [-3.90, 6.54, -4.24], [-5.38, 5.77, -6.20], [-5.38, 7.59, -7.97], [-4.29, 8.46, -9.01], [-4.12, 8.62, -7.16], [-3.83, 5.93, -8.56], [-2.52, 7.13, -8.53], [-4.23, 3.45, -5.44], [-3.08, 4.22, -4.44], [-2.79, 4.16, -6.22], [-2.43, 0.66, 1.58], [-0.91, 0.71, 1.09], [-0.17, 1.58, 1.85], [0.94, 2.49, 0.98], [2.21, 1.19, 0.84], [0.46, 2.74, -0.36], [1.46, 3.60, 1.78], [-2.87, 1.53, 1.09], [-2.41, 0.86, 2.65], [-2.89, -0.31, 1.35], [-0.53, -0.26, 1.41], [-0.83, 0.74, 0.01], [2.86, 1.42, -0.01], [1.76, 0.22, 0.63], [2.80, 1.16, 1.76], [9.30, 10.68, -2.92], [8.02, 10.03, -3.22], [8.01, 8.69, -2.70], [6.53, 7.85, -2.67], [5.76, 8.88, -1.29], [5.71, 8.08, -3.86], [6.73, 6.61, -2.05], [9.22, 11.51, -2.21], [9.84, 10.96, -3.83], [10.02, 10.07, -2.37], [7.12, 10.62, -3.05], [7.92, 9.91, -4.30], [5.14, 9.72, -1.60], [6.55, 9.33, -0.68], [5.20, 8.17, -0.68], [-6.38, -4.32, 6.32], [-7.27, -5.52, 6.65], [-7.40, -6.37, 5.56], [-8.71, -7.53, 5.69], [-10.05, -6.44, 5.11], [-8.51, -8.65, 4.68], [-8.85, -7.82, 7.16], [-5.56, -4.19, 7.01], [-7.14, -3.54, 6.32], [-5.85, -4.34, 5.37], [-6.85, -6.21, 7.37], [-8.21, -5.19, 7.10], [-10.14, -6.44, 4.03], [-9.74, -5.47, 5.49], [-10.98, -6.85, 5.50], [9.07, 3.71, 4.56], [10.55, 3.74, 4.29], [11.21, 4.94, 4.02], [10.59, 6.31, 4.62], [11.97, 7.51, 4.41], [9.55, 6.79, 3.70], [10.29, 6.18, 6.03], [8.46, 4.22, 3.83], [8.92, 4.18, 5.53], [8.69, 2.69, 4.58], [11.09, 3.30, 5.14], [10.76, 3.00, 3.51], [11.53, 8.35, 4.94], [11.97, 7.79, 3.35], [13.00, 7.28, 4.67], [5.77, -4.43, -7.72], [5.58, -5.08, -6.36], [6.14, -4.10, -5.51], [6.09, -4.49, -3.83], [7.67, -5.38, -3.81], [6.20, -3.29, -2.97], [5.03, -5.43, -3.57], [4.90, -4.72, -8.31], [6.67, -4.92, -8.08], [5.77, -3.34, -7.69], [4.52, -5.15, -6.12], [6.14, -6.02, -6.46], [7.46, -6.30, -4.36], [7.81, -5.67, -2.77], [8.50, -4.76, -4.15], [-5.69, -9.65, -2.50], [-6.10, -8.20, -2.08], [-7.08, -7.83, -3.03], [-6.89, -6.35, -3.79], [-7.12, -5.12, -2.33], [-5.50, -6.22, -4.28], [-7.98, -6.21, -4.79], [-5.14, -9.72, -3.44], [-6.61, -10.24, -2.48], [-5.05, -10.07, -1.73], [-6.69, -8.24, -1.16], [-5.51, -7.32, -1.80], [-7.90, -5.44, -1.65], [-7.43, -4.18, -2.79], [-6.16, -5.02, -1.81], [4.32, 0.80, -6.51], [5.19, 1.82, -5.73], [6.36, 1.19, -5.22], [7.72, 1.28, -6.22], [8.78, 0.05, -5.23], [7.46, 0.79, -7.58], [8.26, 2.64, -6.08], [3.34, 1.27, -6.60], [4.27, -0.08, -5.87], [4.76, 0.53, -7.48], [5.46, 2.66, -6.38], [4.74, 2.23, -4.83], [9.61, 0.64, -4.86], [8.96, -0.81, -5.88], [8.21, -0.38, -4.40], [-10.53, 3.28, 7.51], [-9.04, 2.76, 7.72], [-8.06, 3.81, 7.79], [-6.57, 3.41, 8.27], [-5.76, 4.91, 7.51], [-6.64, 3.42, 9.72], [-6.08, 2.23, 7.53], [-10.52, 4.26, 7.02], [-11.14, 3.50, 8.39], [-11.08, 2.71, 6.77], [-8.91, 2.02, 8.51], [-8.86, 2.23, 6.78], [-6.34, 5.78, 7.84], [-5.71, 4.87, 6.43], [-4.80, 5.10, 7.98], [9.34, -3.22, 6.37], [8.32, -3.58, 5.31], [6.99, -3.07, 5.67], [5.70, -3.99, 5.24], [5.86, -4.19, 3.42], [5.79, -5.31, 5.77], [4.47, -3.27, 5.55], [10.23, -3.85, 6.25], [8.90, -3.34, 7.35], [9.76, -2.22, 6.23], [8.69, -3.14, 4.38], [8.46, -4.66, 5.21], [6.76, -4.78, 3.25], [6.10, -3.27, 2.88], [4.93, -4.55, 2.97]], "mulliken_charge": [-1.010, -0.212, -0.315, 1.111, -0.929, -0.586, -0.589, 0.383, 0.234, 0.274, 0.310, 0.301, 0.323, 0.399, 0.299, -1.228, -0.096, -0.269, 1.088, -0.951, -0.575, -0.586, 0.277, 0.373, 0.337, 0.282, 0.301, 0.334, 0.331, 0.381, -1.018, -0.233, -0.320, 1.184, -0.855, -0.616, -0.584, 0.287, 0.377, 0.292, 0.260, 0.342, 0.303, 0.307, 0.274, -1.199, -0.273, -0.324, 1.135, -0.793, -0.579, -0.592, 0.303, 0.322, 0.328, 0.311, 0.481, 0.325, 0.249, 0.310, -1.169, -0.158, -0.357, 1.120, -0.963, -0.583, -0.534, 0.307, 0.290, 0.334, 0.386, 0.313, 0.323, 0.316, 0.377, -1.061, -0.244, -0.388, 1.094, -0.771, -0.580, -0.577, 0.278, 0.281, 0.296, 0.318, 0.418, 0.309, 0.304, 0.323, -1.172, -0.228, -0.264, 1.178, -0.975, -0.600, -0.596, 0.310, 0.380, 0.356, 0.270, 0.329, 0.347, 0.338, 0.326, -1.124, -0.117, -0.207, 1.059, -0.921, -0.600, -0.588, 0.316, 0.304, 0.281, 0.324, 0.258, 0.333, 0.382, 0.296, -1.107, -0.180, -0.305, 1.123, -0.873, -0.559, -0.606, 0.285, 0.310, 0.359, 0.262, 0.308, 0.333, 0.357, 0.296, -0.882, -0.437, -0.288, 1.217, -0.885, -0.611, -0.621, 0.364, 0.229, 0.253, 0.354, 0.350, 0.346, 0.339, 0.274, -1.129, -0.263, -0.247, 1.071, -0.870, -0.574, -0.591, 0.331, 0.306, 0.337, 0.389, 0.259, 0.314, 0.303, 0.365, -1.234, -0.161, -0.279, 1.137, -0.921, -0.583, -0.610, 0.373, 0.335, 0.275, 0.292, 0.367, 0.319, 0.351, 0.341], "total_charge": 0, "mol_weight_g_mol": 1489.9, "smiles": "CCOS(C)(=O)=O.CCOS(C)(=O)=O.CCOS(C)(=O)=O.CCOS(C)(=O)=O.CCOS(C)(=O)=O.CCOS(C)(=O)=O.CCOS(C)(=O)=O.CCOS(C)(=O)=O.CCOS(C)(=O)=O.CCOS(C)(=O)=O.CCOS(C)(=O)=O.CCOS(C)(=O)=O"}

***

(x)
{"formula": "C36H96O36S12", "method": "ωB97M-V/def2-TZVPD", "elements": ["C", "C", "O", "S", "C", "O", "O", "H", "H", "H", "H", "H", "H", "H", "H", "C", "C", "O", "S", "C", "O", "O", "H", "H", "H", "H", "H", "H", "H", "H", "C", "C", "O", "S", "C", "O", "O", "H", "H", "H", "H", "H", "H", "H", "H", "C", "C", "O", "S", "C", "O", "O", "H", "H", "H", "H", "H", "H", "H", "H", "C", "C", "O", "S", "C", "O", "O", "H", "H", "H", "H", "H", "H", "H", "H", "C", "C", "O", "S", "C", "O", "O", "H", "H", "H", "H", "H", "H", "H", "H", "C", "C", "O", "S", "C", "O", "O", "H", "H", "H", "H", "H", "H", "H", "H", "C", "C", "O", "S", "C", "O", "O", "H", "H", "H", "H", "H", "H", "H", "H", "C", "C", "O", "S", "C", "O", "O", "H", "H", "H", "H", "H", "H", "H", "H", "C", "C", "O", "S", "C", "O", "O", "H", "H", "H", "H", "H", "H", "H", "H", "C", "C", "O", "S", "C", "O", "O", "H", "H", "H", "H", "H", "H", "H", "H", "C", "C", "O", "S", "C", "O", "O", "H", "H", "H", "H", "H", "H", "H", "H"], "coordinates": [[-10.16, -1.76, -4.61], [-9.02, -1.10, -3.87], [-7.99, -0.85, -4.83], [-6.74, -0.03, -4.30], [-6.05, -1.19, -3.13], [-5.83, 0.10, -5.37], [-7.24, 1.08, -3.56], [-11.00, -1.85, -3.93], [-9.85, -2.78, -4.82], [-10.36, -1.19, -5.51], [-9.38, -0.18, -3.40], [-8.70, -1.78, -3.07], [-4.99, -1.00, -3.14], [-6.18, -2.17, -3.60], [-6.64, -1.14, -2.23], [-1.96, 0.29, 3.05], [-1.53, 1.36, 4.01], [-1.03, 0.72, 5.20], [-0.13, 1.61, 6.13], [-1.28, 2.79, 6.73], [0.27, 0.78, 7.19], [0.80, 2.26, 5.31], [-2.26, 0.79, 2.12], [-2.73, -0.34, 3.47], [-1.10, -0.28, 2.67], [-0.74, 1.99, 3.59], [-2.34, 2.05, 4.28], [-2.06, 2.29, 7.29], [-1.63, 3.39, 5.90], [-0.72, 3.46, 7.39], [1.42, 5.47, -1.67], [-0.04, 5.14, -1.46], [-0.86, 5.82, -2.44], [-2.15, 6.52, -1.93], [-1.52, 7.96, -1.15], [-2.84, 6.93, -3.07], [-2.80, 5.73, -0.96], [1.93, 4.86, -2.40], [1.93, 5.34, -0.72], [1.52, 6.52, -1.93], [-0.25, 4.06, -1.55], [-0.41, 5.29, -0.45], [-2.38, 8.61, -1.01], [-0.84, 8.42, -1.86], [-1.01, 7.70, -0.23], [-1.80, 0.69, -5.35], [-2.01, -0.48, -6.25], [-2.90, -1.38, -5.52], [-3.35, -2.73, -6.18], [-4.10, -2.21, -7.68], [-2.22, -3.47, -6.58], [-4.36, -3.29, -5.38], [-1.32, 1.47, -5.94], [-1.21, 0.43, -4.48], [-2.76, 1.08, -5.00], [-2.46, -0.03, -7.14], [-1.10, -1.00, -6.54], [-4.33, -3.11, -8.23], [-3.36, -1.66, -8.25], [-4.96, -1.58, -7.46], [0.23, -4.60, 1.39], [1.54, -3.89, 1.30], [1.71, -3.10, 2.54], [3.02, -2.27, 2.73], [3.91, -3.29, 3.84], [3.69, -2.24, 1.47], [2.72, -1.09, 3.38], [0.16, -5.18, 0.46], [-0.62, -3.95, 1.45], [0.22, -5.44, 2.09], [2.35, -4.59, 1.08], [1.46, -3.14, 0.50], [3.33, -3.53, 4.71], [4.76, -2.67, 4.15], [4.26, -4.15, 3.27], [10.19, -1.98, 2.66], [8.70, -1.76, 2.96], [8.38, -0.40, 2.58], [6.95, 0.18, 2.92], [6.16, -0.25, 1.41], [6.43, -0.62, 3.99], [7.11, 1.57, 3.03], [10.41, -1.75, 1.62], [10.48, -3.00, 2.93], [10.84, -1.35, 3.27], [8.13, -2.40, 2.27], [8.46, -1.99, 4.00], [6.50, -1.22, 1.08], [6.47, 0.47, 0.67], [5.09, -0.12, 1.58], [-4.40, -3.93, -1.63], [-3.10, -4.58, -2.17], [-2.32, -5.01, -1.01], [-2.31, -6.58, -0.80], [-4.04, -6.91, -0.74], [-1.75, -7.20, -1.92], [-1.74, -6.80, 0.49], [-4.80, -4.57, -0.83], [-5.16, -3.86, -2.41], [-4.25, -2.99, -1.09], [-3.38, -5.44, -2.78], [-2.59, -3.87, -2.83], [-4.41, -6.37, 0.13], [-4.08, -7.96, -0.46], [-4.53, -6.71, -1.67], [-0.96, -0.98, -1.46], [0.42, -0.62, -0.90], [0.28, 0.05, 0.40], [0.64, 1.59, 0.50], [1.67, 1.49, 1.92], [1.38, 1.97, -0.67], [-0.53, 2.33, 0.79], [-1.33, -0.22, -2.15], [-1.70, -1.15, -0.69], [-0.83, -1.89, -2.08], [0.97, -1.54, -0.67], [0.98, 0.01, -1.59], [2.57, 0.94, 1.67], [1.06, 1.00, 2.67], [1.92, 2.49, 2.23], [4.30, 4.39, -3.71], [4.38, 3.09, -2.97], [5.43, 3.11, -1.99], [5.08, 3.44, -0.51], [6.72, 3.75, 0.06], [4.46, 4.69, -0.41], [4.56, 2.27, 0.10], [5.22, 4.54, -4.27], [4.22, 5.20, -2.97], [3.44, 4.39, -4.38], [3.45, 2.83, -2.46], [4.55, 2.38, -3.77], [6.81, 3.24, 1.02], [6.84, 4.82, 0.14], [7.45, 3.42, -0.67], [-5.86, -0.63, 0.90], [-6.53, -0.99, 2.21], [-7.55, -1.99, 1.87], [-8.39, -2.64, 3.03], [-9.81, -1.58, 3.02], [-8.72, -3.91, 2.57], [-7.72, -2.47, 4.26], [-6.48, 0.04, 0.31], [-5.68, -1.55, 0.35], [-4.90, -0.17, 1.12], [-5.80, -1.40, 2.90], [-6.99, -0.07, 2.58], [-10.48, -1.92, 3.80], [-10.32, -1.78, 2.08], [-9.40, -0.59, 3.13], [1.70, -3.81, -2.94], [3.13, -3.41, -2.90], [3.19, -2.00, -3.26], [4.55, -1.22, -3.00], [4.26, -0.89, -1.29], [5.58, -2.17, -3.17], [4.49, -0.04, -3.73], [1.22, -3.50, -3.86], [1.20, -3.36, -2.07], [1.60, -4.88, -2.78], [3.62, -3.58, -1.94], [3.66, -3.99, -3.66], [3.27, -0.45, -1.21], [5.03, -0.21, -0.97], [4.26, -1.88, -0.85], [3.50, 4.28, 3.57], [4.20, 3.41, 4.59], [3.87, 3.84, 5.89], [4.95, 3.60, 7.00], [5.79, 5.16, 6.96], [4.24, 3.55, 8.23], [5.81, 2.57, 6.57], [3.61, 5.34, 3.80], [2.43, 4.09, 3.54], [4.01, 4.10, 2.62], [3.97, 2.35, 4.44], [5.27, 3.48, 4.43], [5.04, 5.82, 7.39], [6.01, 5.46, 5.95], [6.66, 5.08, 7.60]], "mulliken_charge": [-1.365, -0.089, -0.296, 1.256, -1.131, -0.553, -0.698, 0.390, 0.317, 0.348, 0.349, 0.264, 0.481, 0.408, 0.331, -0.625, -0.307, -0.356, 1.106, -1.001, -0.652, -0.388, 0.275, 0.525, -0.205, 0.423, 0.283, 0.354, 0.300, 0.391, -0.571, -0.407, -0.344, 1.182, -0.901, -0.629, -0.603, 0.003, 0.263, 0.389, 0.123, 0.481, 0.404, 0.311, 0.275, -1.133, -0.282, 0.139, 1.129, -1.122, -0.644, -0.583, 0.443, 0.049, 0.271, 0.322, 0.407, 0.413, 0.398, 0.265, -1.384, 0.677, -0.226, 1.001, -1.091, -0.412, -0.530, 0.247, 0.378, 0.397, 0.456, -0.550, 0.375, 0.252, 0.367, -1.326, -0.058, -0.402, 1.523, -0.375, -0.691, -0.684, 0.313, 0.391, 0.330, 0.240, 0.318, 0.551, 0.215, -0.433, -0.388, -0.844, 0.087, 1.168, -1.054, -0.630, -0.609, 0.271, 0.222, 0.040, 0.403, 0.262, 0.300, 0.463, 0.287, -1.347, 2.158, -0.270, 0.839, 0.715, -0.544, -0.717, 0.177, 0.334, 0.313, -1.676, 0.495, -0.860, 0.108, 0.018, -1.574, 0.569, -0.334, 1.385, -1.150, -0.762, -0.116, 0.437, 0.338, 0.390, -0.187, 0.281, 0.167, 0.412, 0.346, -0.767, -0.346, -0.213, 1.143, -0.926, -0.602, -0.634, 0.325, 0.086, 0.294, 0.369, 0.301, 0.381, 0.309, 0.294, -0.740, -0.307, -0.218, 1.163, 0.115, -0.675, -0.540, 0.378, -0.262, 0.480, 0.357, 0.306, -0.398, 0.079, 0.218, -0.907, -0.325, -0.343, 1.206, -0.904, -0.629, -0.555, 0.398, 0.174, 0.140, 0.080, 0.743, 0.326, 0.282, 0.370], "total_charge": 0, "mol_weight_g_mol": 1489.9, "smiles": "CCOS(C)(=O)=O.CCOS(C)(=O)=O.CCOS(C)(=O)=O.CCOS(C)(=O)=O.CCOS(C)(=O)=O.CCOS(C)(=O)=O.CCOS(C)(=O)=O.CCOS(C)(=O)=O.CCOS(C)(=O)=O.CCOS(C)(=O)=O.CCOS(C)(=O)=O.CCOS(C)(=O)=O"}

***

In hartree, relative to the most stable structure: (w) 0.3500; (x) 0.0000.

***

(w)
{"formula": "CH3NO2P", "method": "ωB97M-V/def2-TZVPD", "elements": ["C", "N", "O", "O", "P", "H", "H", "H"], "coordinates": [[-2.17, 0.74, -0.61], [-1.03, -0.11, -0.03], [-3.26, 0.17, -0.69], [-1.72, 1.87, -0.85], [0.33, 0.64, -0.63], [-0.76, -1.33, -0.47], [1.08, -0.47, -0.17], [0.81, 1.37, 0.64]], "mulliken_charge": [0.596, -0.384, -0.687, -0.632, -0.084, 0.259, -0.038, -0.029], "total_charge": -1, "mol_weight_g_mol": 92.0}

***

(x)
{"formula": "CH3NO2P", "method": "ωB97M-V/def2-TZVPD", "elements": ["C", "N", "O", "O", "P", "H", "H", "H"], "coordinates": [[1.44, 0.86, 0.46], [1.09, -0.13, -0.33], [-1.42, -1.39, 0.39], [-1.55, 0.79, -0.72], [-1.87, 0.03, 0.54], [0.38, 1.10, 0.83], [0.23, -0.56, -0.35], [1.70, -0.70, -0.83]], "mulliken_charge": [-0.264, -0.103, -0.589, -0.488, 0.009, 0.051, 0.214, 0.170], "total_charge": -1, "mol_weight_g_mol": 92.0}

***

In hartree, relative to the most stable structure: (w) 0.0253; (x) 0.0000.

***

(w)
{"formula": "C4H2F4", "method": "ωB97M-V/def2-TZVPD", "elements": ["C", "C", "C", "C", "F", "F", "F", "F", "H", "H"], "coordinates": [[-2.01, -2.43, 1.10], [-0.89, -2.69, 0.96], [-0.23, 1.18, -0.18], [0.93, 0.19, -0.39], [-0.76, 0.84, 1.02], [1.69, -0.12, 0.69], [0.46, -0.96, -0.78], [1.67, 0.77, -1.36], [-0.98, 1.02, -0.97], [0.13, 2.19, -0.10]], "mulliken_charge": [0.107, -0.115, -0.353, 0.789, -0.258, -0.249, -0.217, -0.254, 0.244, 0.305], "total_charge": 0, "mol_weight_g_mol": 126.1}

***

(x)
{"formula": "C4H2F4", "method": "ωB97M-V/def2-TZVPD", "elements": ["C", "C", "C", "C", "F", "F", "F", "F", "H", "H"], "coordinates": [[1.41, -0.04, -0.03], [-0.01, 0.05, -0.07], [2.04, 1.30, 0.07], [2.02, -1.41, 0.00], [1.31, 2.45, 0.04], [3.31, 1.65, 0.08], [1.28, -2.44, 0.03], [3.36, -1.60, -0.14], [-0.49, -0.85, 0.29], [-0.49, 0.87, -0.41]], "mulliken_charge": [0.491, -0.981, 0.394, 0.308, -0.202, -0.208, -0.194, -0.217, 0.247, 0.363], "total_charge": 0, "mol_weight_g_mol": 126.1}

***

In hartree, relative to the most stable structure: (w) 0.1673; (x) 0.0000.